ORCA calculation (ωB97M-V/def2-TZVPD) on a cluster of 2 separate species, C2O3S in total in a non-equilibrium geometry.

E_HOMO: -10.940 eV
frontier orbital gap: 11.3 eV
max |F|: 3.4 eV/Å
electronic energy: -19052.747 eV

ORCA input file:
```
! RIJCOSX wB97M-V def2-TZVPD def2/J DEFGRID3
* xyz 0 1
O -0.246 -1.571 -1.425
C -1.285 -1.045 -1.326
O -2.232 -0.405 -1.179
O 2.447 1.397 0.991
C 1.374 1.034 1.304
S -0.059 0.590 1.636
*
```

In the Löwdin picture, each atom carries the following charge in e: O 0.184; C -0.438; O 0.199; O 0.092; C -0.863; S 0.826

---

ORCA calculation (ωB97M-V/def2-TZVPD) on a structure of composition C2O4V in a non-equilibrium geometry.

E_HOMO (spin up / spin down): -9.232 / -9.145 eV
frontier orbital gap (spin up / spin down): 7.4 / 7.1 eV
max |F|: 4.0 eV/Å
electronic energy: -35948.919 eV

ORCA input file:
```
! RIJCOSX wB97M-V def2-TZVPD def2/J DEFGRID3
* xyz 0 4
O 0.661 -1.248 -0.533
C 0.426 -0.892 0.661
O 0.551 -1.532 1.680
V 0.199 -0.023 -1.902
O -1.349 1.940 -0.373
C -0.332 1.266 -0.345
O -0.156 0.489 0.811
*
```

In the Löwdin picture, each atom carries the following charge in e: O -0.146; C -0.632; O 0.124; V 1.130; O 0.000; C -0.459; O -0.018

---

ORCA calculation (ωB97M-V/def2-TZVPD) on a structure of composition C30H13CsF15GeNSSe2Te2.

E_HOMO: -1.001 eV
frontier orbital gap: 4.3 eV
max |F|: 1.0 eV/Å
electronic energy: -286754.989 eV

ORCA input file:
```
! RIJCOSX wB97M-V def2-TZVPD def2/J DEFGRID3
* xyz -2 1
Cs -3.101 -0.147 -1.816
C -5.921 1.589 0.938
C -5.441 2.503 0.011
C -4.145 2.994 0.126
C -3.332 2.580 1.171
C -3.818 1.674 2.104
C -5.108 1.177 1.986
H -6.909 1.164 0.816
H -6.054 2.784 -0.836
H -3.750 3.651 -0.639
H -2.304 2.906 1.223
H -3.166 1.319 2.891
H -5.470 0.437 2.688
Se -5.289 -0.146 -4.215
Te -5.431 -2.583 -3.607
Te -6.257 -2.114 -1.031
Se -6.044 -4.372 0.028
N -2.809 -3.192 -0.225
C -1.459 -3.410 -0.054
C -0.795 -3.023 1.114
C 0.574 -3.183 1.234
C 1.326 -3.736 0.203
C 0.668 -4.127 -0.957
C -0.700 -3.968 -1.090
H -3.302 -3.830 -0.840
H -3.372 -3.082 0.610
H -1.361 -2.559 1.911
H 1.061 -2.860 2.147
H 2.395 -3.855 0.299
H 1.230 -4.557 -1.779
H -1.199 -4.254 -2.008
F 0.245 -1.137 -2.388
C 1.573 -1.056 -2.318
C 2.208 -0.275 -1.365
C 3.587 -0.231 -1.429
F 4.284 0.500 -0.532
C 4.326 -0.928 -2.367
F 5.669 -0.864 -2.387
C 3.660 -1.711 -3.294
F 4.356 -2.401 -4.215
C 2.279 -1.777 -3.273
F 1.640 -2.529 -4.181
Ge 1.237 0.764 0.024
S -0.843 0.575 0.170
C 1.889 2.597 -0.482
C 2.750 3.411 0.228
F 3.325 2.995 1.371
C 3.111 4.681 -0.194
F 3.964 5.431 0.525
C 2.599 5.172 -1.380
F 2.942 6.403 -1.806
C 1.743 4.386 -2.132
F 1.255 4.855 -3.290
C 1.413 3.120 -1.673
F 0.595 2.395 -2.458
C 2.132 0.349 1.762
C 3.038 -0.663 2.000
F 3.549 -1.398 0.993
C 3.498 -0.983 3.271
F 4.387 -1.976 3.452
C 3.038 -0.267 4.359
F 3.472 -0.560 5.599
C 2.132 0.762 4.163
F 1.692 1.470 5.216
C 1.704 1.048 2.878
F 0.833 2.062 2.756
*
```

Results of the Löwdin charge analysis, in e, for atoms 1 through 8: Cs 0.457; C -0.107; C -0.105; C -0.121; C -0.153; C -0.103; C -0.090; H 0.098

---

ORCA calculation (ωB97M-V/def2-TZVPD) on a structure of composition C30H15Cl5N5O3PdS3 in a non-equilibrium geometry.

E_HOMO (spin up / spin down): -9.425 / -9.422 eV
frontier orbital gap (spin up / spin down): 5.8 / 2.6 eV
max |F|: 4.5 eV/Å
electronic energy: -143531.483 eV

ORCA input file:
```
! RIJCOSX wB97M-V def2-TZVPD def2/J DEFGRID3
* xyz 1 5
Pd 1.234 -0.858 -0.370
O 0.164 -0.592 6.223
C 1.117 -1.317 5.951
O 1.910 -2.096 6.437
C 1.463 -1.103 4.274
C 1.026 0.013 3.591
C 1.253 0.125 2.236
N 1.782 -0.899 1.512
C 2.411 -1.862 2.175
C 2.172 -2.027 3.553
C 3.357 -2.764 1.497
C 3.563 -4.060 2.023
C 4.431 -4.893 1.359
C 5.226 -4.444 0.291
C 4.958 -3.131 -0.081
N 3.992 -2.334 0.359
C 0.905 1.314 1.465
C 0.456 2.522 1.975
C 0.461 3.567 1.062
C 0.637 3.358 -0.302
C 0.848 2.069 -0.741
N 1.044 1.096 0.152
H 0.581 0.836 4.116
H 2.658 -2.825 4.045
H 2.855 -4.479 2.724
H 4.613 -5.924 1.768
H 5.991 -5.042 -0.166
H 5.521 -2.684 -0.886
H 0.344 2.592 3.027
H 0.248 4.580 1.393
H 0.615 4.170 -1.057
H 0.894 1.746 -1.778
Cl 0.389 -4.517 -6.399
C 0.856 -3.419 -5.172
C 0.884 -3.822 -3.787
Cl 0.933 -5.488 -3.374
C 1.031 -2.812 -2.853
Cl 1.290 -3.130 -1.202
C 1.105 -1.473 -3.242
O 1.343 -0.515 -2.369
C 0.993 -1.105 -4.646
Cl 1.159 0.577 -4.890
C 1.048 -2.079 -5.605
Cl 1.281 -1.592 -7.210
S -2.757 3.420 -3.187
C -2.758 2.324 -1.924
S -1.953 0.830 -2.019
C -2.283 0.498 -0.301
N -2.882 1.523 0.263
N -3.344 2.403 -0.675
C -4.478 3.190 -0.413
C -4.864 3.264 0.920
C -5.929 4.022 1.357
C -6.706 4.642 0.404
C -6.354 4.579 -0.941
C -5.257 3.850 -1.419
S -1.689 -0.976 0.262
H -4.146 2.712 1.542
H -6.142 4.166 2.385
H -7.535 5.261 0.789
H -6.959 5.183 -1.652
H -5.006 3.828 -2.466
*
```

Results of the Löwdin charge analysis, in e, for atoms 1 through 8: Pd 0.924; O -0.005; C -0.651; O 0.018; C -0.023; C 0.056; C -0.205; N -0.033

---

ORCA calculation (ωB97M-V/def2-TZVPD) on a cluster of 16 separate species, C30H17Cl60N2O in total in a non-equilibrium geometry.

E_HOMO: -11.447 eV
frontier orbital gap: 7.5 eV
max |F|: 3.2 eV/Å
electronic energy: -787745.723 eV

ORCA input file:
```
! RIJCOSX wB97M-V def2-TZVPD def2/J DEFGRID3
* xyz 1 1
N 3.961 0.516 1.220
C 2.922 1.127 0.347
C 2.667 2.605 0.888
C 1.216 3.105 0.647
C 0.984 3.918 -0.558
C -0.373 4.412 -0.836
C -1.473 4.071 0.095
C -1.141 3.287 1.262
C -2.208 2.880 2.324
C -3.624 3.539 2.010
O -3.860 4.685 2.276
C -4.650 2.563 1.318
C -4.744 2.489 -0.141
C -5.684 1.532 -0.725
C -6.507 0.656 0.107
C -6.403 0.775 1.563
C -5.473 1.722 2.187
N 0.154 2.834 1.492
H 3.668 0.572 2.199
H 4.078 -0.476 0.997
H 3.407 1.219 -0.665
H 1.982 0.507 0.308
H 3.351 3.273 0.292
H 2.945 2.722 1.967
H 1.852 4.122 -1.230
H -0.619 5.042 -1.721
H -2.487 4.439 -0.165
H -2.306 1.754 2.260
H -1.892 3.114 3.381
H -4.127 3.130 -0.805
H -5.723 1.466 -1.838
H -7.197 -0.091 -0.358
H -7.010 0.113 2.223
H -5.449 1.744 3.303
H 0.369 2.255 2.308
C 2.142 8.114 -0.758
Cl 1.069 9.333 -0.052
Cl 3.792 8.357 -0.159
Cl 1.577 6.490 -0.294
Cl 2.124 8.258 -2.523
C 5.804 4.464 2.779
Cl 4.763 5.507 1.786
Cl 5.953 2.874 2.011
Cl 7.406 5.204 2.929
Cl 5.085 4.278 4.390
C 3.137 -3.803 -0.056
Cl 1.743 -3.303 0.924
Cl 3.781 -5.333 0.563
Cl 2.626 -4.014 -1.736
Cl 4.389 -2.550 0.026
C -10.259 2.918 0.376
Cl -11.487 1.641 0.316
Cl -8.676 2.237 -0.054
Cl -10.685 4.203 -0.769
Cl -10.184 3.588 2.016
C -1.598 -3.460 -2.846
Cl -0.472 -3.457 -1.478
Cl -3.261 -3.599 -2.245
Cl -1.422 -1.943 -3.749
Cl -1.234 -4.831 -3.905
C 4.262 -9.703 0.628
Cl 2.533 -10.051 0.796
Cl 4.729 -9.843 -1.075
Cl 4.589 -8.054 1.200
Cl 5.195 -10.858 1.594
C 6.505 0.634 -1.676
Cl 6.268 2.339 -1.234
Cl 6.968 -0.297 -0.238
Cl 4.996 -0.021 -2.347
Cl 7.786 0.519 -2.890
C 9.251 3.634 -4.722
Cl 9.827 5.062 -5.597
Cl 7.477 3.643 -4.681
Cl 9.817 2.168 -5.545
Cl 9.880 3.663 -3.065
C -2.990 1.833 -4.494
Cl -4.271 0.613 -4.570
Cl -1.443 1.097 -4.946
Cl -3.365 3.156 -5.609
Cl -2.876 2.467 -2.837
C 7.089 -6.451 -2.411
Cl 5.700 -5.961 -1.419
Cl 7.745 -7.978 -1.797
Cl 6.569 -6.664 -4.093
Cl 8.340 -5.197 -2.333
C -1.348 -1.762 3.490
Cl -0.980 -3.077 2.367
Cl -0.602 -0.260 2.890
Cl -3.102 -1.545 3.599
Cl -0.697 -2.145 5.090
C -0.887 -11.093 2.477
Cl 0.456 -12.248 2.561
Cl -0.599 -9.768 3.618
Cl -1.005 -10.440 0.831
Cl -2.399 -11.916 2.895
C 0.475 -7.855 -5.747
Cl 0.483 -7.975 -3.978
Cl 0.441 -9.480 -6.449
Cl -0.961 -6.953 -6.274
Cl 1.934 -7.006 -6.288
C -8.576 -1.898 4.276
Cl -6.815 -1.981 4.066
Cl -9.150 -0.277 3.839
Cl -9.351 -3.100 3.230
Cl -8.985 -2.233 5.966
C -3.128 8.093 3.095
Cl -3.387 9.783 3.560
Cl -2.616 7.162 4.516
Cl -4.633 7.415 2.456
Cl -1.865 8.009 1.848
*
```

Results of the Löwdin charge analysis, in e, for atoms 1 through 8: N -0.039; C -0.252; C -0.135; C -0.140; C -0.106; C -0.044; C 0.028; C -0.126

---

ORCA calculation (ωB97M-V/def2-TZVPD) on a structure of composition C30H18Cl5FeN3O2Te.

E_HOMO (spin up / spin down): -10.323 / -10.318 eV
frontier orbital gap (spin up / spin down): 6.2 / 4.6 eV
max |F|: 0.9 eV/Å
electronic energy: -144253.326 eV

ORCA input file:
```
! RIJCOSX wB97M-V def2-TZVPD def2/J DEFGRID3
* xyz 1 6
Fe -0.213 0.428 -0.005
O 6.599 0.384 1.109
C 6.127 0.255 -0.025
O 6.606 0.233 -1.162
C 4.561 0.145 -0.019
C 3.853 0.139 -1.220
C 2.480 0.082 -1.185
N 1.814 0.010 -0.012
C 2.482 0.053 1.158
C 3.857 0.112 1.184
C 1.601 0.097 2.346
C 2.075 -0.012 3.644
C 1.171 0.063 4.691
C -0.182 0.233 4.424
C -0.586 0.323 3.109
N 0.284 0.262 2.096
C 1.592 0.151 -2.368
C 2.047 0.034 -3.673
C 1.130 0.129 -4.707
C -0.216 0.329 -4.421
C -0.603 0.424 -3.101
N 0.282 0.339 -2.101
H 4.428 0.198 -2.137
H 4.439 0.159 2.097
H 3.127 -0.158 3.832
H 1.522 -0.011 5.711
H -0.912 0.293 5.216
H -1.627 0.453 2.841
H 3.095 -0.133 -3.873
H 1.464 0.045 -5.732
H -0.956 0.408 -5.204
H -1.637 0.569 -2.815
C -2.680 -3.475 -0.400
Te -1.084 -2.097 -0.178
C 0.042 -3.239 -1.557
C -0.868 -4.394 -1.915
C -0.429 -5.350 -2.827
C -1.244 -6.409 -3.181
C -2.515 -6.519 -2.631
C -2.964 -5.568 -1.733
C -2.143 -4.502 -1.371
H -3.565 -2.956 -0.763
H -2.878 -3.888 0.587
H 0.971 -3.546 -1.081
H 0.276 -2.630 -2.431
H 0.561 -5.263 -3.258
H -0.890 -7.148 -3.886
H -3.158 -7.344 -2.905
H -3.957 -5.650 -1.311
Cl -4.031 -0.190 0.057
C -3.350 1.413 0.028
C -1.974 1.548 0.033
C -1.495 2.842 0.057
Cl 0.279 2.979 0.078
C -2.271 3.987 0.058
Cl -1.571 5.543 0.082
C -3.659 3.805 0.038
Cl -4.687 5.165 0.034
C -4.201 2.509 0.026
Cl -5.897 2.296 0.016
*
```

Results of the Löwdin charge analysis, in e, for atoms 1 through 8: Fe 0.634; O -0.001; C -0.682; O 0.000; C -0.028; C 0.083; C -0.183; N 0.019

---

ORCA calculation (ωB97M-V/def2-TZVPD) on a cluster of 6 separate species, C30H20BF4O20 in total in a non-equilibrium geometry.

E_HOMO: -6.533 eV
frontier orbital gap: 6.1 eV
max |F|: 13.7 eV/Å
electronic energy: -83921.920 eV

ORCA input file:
```
! RIJCOSX wB97M-V def2-TZVPD def2/J DEFGRID3
* xyz -1 1
B -1.160 0.348 1.731
F 0.094 -0.247 1.449
F -0.944 1.317 2.697
F -1.846 0.811 0.683
F -1.934 -0.731 2.480
C 2.308 0.663 -3.215
C 3.429 1.666 -3.651
C 4.305 2.408 -2.723
O 5.126 3.288 -3.058
C 3.968 2.193 -1.333
C 2.836 1.266 -0.906
C 2.047 0.453 -1.855
O 1.294 -0.428 -1.460
O 2.396 1.197 0.492
O 3.586 1.906 -4.974
H 1.864 0.141 -3.949
H 4.364 2.818 -0.586
H 1.690 0.561 0.591
H 4.227 2.691 -5.261
C -1.287 2.867 -4.740
C -2.227 1.625 -4.877
C -2.698 0.781 -3.834
O -3.476 -0.169 -3.955
C -2.159 1.050 -2.589
C -1.066 2.157 -2.272
C -0.573 3.014 -3.446
O 0.211 3.824 -3.273
O -0.764 2.508 -0.998
O -2.794 1.271 -6.128
H -1.105 3.288 -5.756
H -2.324 0.440 -1.714
H -0.802 1.857 -0.180
H -3.269 0.396 -5.920
C 0.521 -4.869 -0.936
C 0.804 -3.549 -0.331
C 2.165 -3.201 0.201
O 2.571 -2.064 0.665
C 3.144 -4.282 0.062
C 2.720 -5.818 -0.371
C 1.382 -5.977 -0.995
O 1.097 -7.056 -1.599
O 3.438 -6.956 -0.378
O -0.119 -2.526 -0.285
H -0.453 -4.930 -1.514
H 4.141 -4.283 0.481
H 4.181 -6.803 -0.089
H 0.363 -1.948 0.297
C -5.415 -5.168 2.930
C -4.369 -5.771 1.986
C -3.512 -4.783 1.315
O -2.616 -5.231 0.569
C -3.501 -3.418 1.671
C -4.515 -2.793 2.672
C -5.447 -3.678 3.246
O -6.456 -3.303 3.854
O -4.372 -1.598 3.206
O -4.267 -7.084 1.789
H -6.188 -5.672 3.343
H -2.749 -2.614 1.490
H -3.529 -1.128 2.917
H -3.591 -7.125 1.105
C 0.144 5.997 3.623
C 0.304 4.545 3.224
C 1.640 4.032 3.156
O 1.812 2.816 3.056
C 2.762 4.924 3.127
C 2.632 6.509 3.220
C 1.269 6.912 3.670
O 1.062 8.123 3.954
O 3.551 7.479 2.913
O -0.772 3.797 3.056
H -0.845 6.487 3.863
H 3.790 4.621 2.765
H 4.350 7.215 2.612
H -0.429 2.918 2.998
*
```

Results of the Löwdin charge analysis, in e, for atoms 1 through 8: B -1.154; F 0.120; F 0.149; F 0.218; F 0.002; C 0.111; C -0.108; C -0.374

---

ORCA calculation (ωB97M-V/def2-TZVPD) on a structure of composition C30H20Cl5N4NiO3S in a non-equilibrium geometry.

E_HOMO (spin up / spin down): -4.858 / -4.856 eV
frontier orbital gap (spin up / spin down): 6.3 / 6.3 eV
max |F|: 3.8 eV/Å
electronic energy: -158029.105 eV

ORCA input file:
```
! RIJCOSX wB97M-V def2-TZVPD def2/J DEFGRID3
* xyz -1 1
Ni -1.466 -0.657 0.113
C 5.918 1.308 2.965
C 4.966 0.472 2.163
C 3.650 0.298 2.574
C 2.767 -0.458 1.823
C 3.199 -1.051 0.653
C 4.505 -0.899 0.231
C 5.383 -0.138 0.986
S 2.000 -1.966 -0.343
O 1.677 -3.179 0.367
O 2.562 -2.143 -1.663
N 0.714 -0.988 -0.302
C 0.777 0.223 -0.862
C 1.790 0.707 -1.715
C 1.604 1.911 -2.344
C 0.450 2.653 -2.090
C -0.448 2.162 -1.165
N -0.280 1.004 -0.551
H 5.554 1.436 3.982
H 6.022 2.298 2.521
H 6.904 0.848 2.993
H 3.309 0.760 3.489
H 1.741 -0.583 2.133
H 4.816 -1.370 -0.689
H 6.405 -0.014 0.657
H 2.654 0.094 -1.900
H 2.346 2.271 -3.045
H 0.251 3.582 -2.597
H -1.333 2.724 -0.903
C -4.991 3.620 -0.981
C -4.316 3.882 0.203
C -3.581 2.895 0.819
C -3.509 1.601 0.264
C -4.191 1.352 -0.937
C -4.920 2.352 -1.541
N -2.828 0.613 0.930
N -2.719 0.759 2.229
C -1.870 -0.096 2.800
C -1.736 -0.240 4.192
C -0.922 -1.230 4.700
C -0.213 -2.070 3.852
C -0.292 -1.907 2.469
C -1.100 -0.935 1.935
H -5.565 4.400 -1.460
H -4.369 4.871 0.639
H -3.024 3.096 1.724
H -4.122 0.370 -1.378
H -5.444 2.149 -2.464
H -2.306 0.423 4.825
H -0.837 -1.368 5.770
H 0.421 -2.849 4.248
H 0.298 -2.549 1.831
Cl -0.385 -4.744 -5.442
C -0.930 -3.524 -4.362
C -0.984 -3.766 -2.989
Cl -0.536 -5.304 -2.376
C -1.406 -2.768 -2.137
Cl -1.534 -2.977 -0.437
C -1.746 -1.464 -2.592
O -2.077 -0.535 -1.805
C -1.739 -1.286 -4.000
Cl -2.247 0.246 -4.591
C -1.341 -2.290 -4.858
Cl -1.373 -2.031 -6.557
*
```

Results of the Löwdin charge analysis, in e, for atoms 1 through 8: Ni 0.294; C -0.059; C -0.284; C -0.030; C -0.039; C -0.259; C -0.056; C -0.045